Entry w
Here is a single C5H11NO2 molecule from the Open Molecules 2025 dataset. Energies are from ωB97M-V/def2-TZVPD.

Computed properties:
SMILES string: CC(=O)N[C@H](C)CO
Spin multiplicity: 1

The geometry in XYZ format:
```
19
C5H11NO2 | the Open Molecules 2025 dataset | ωB97M-V/def2-TZVPD
C 2.180 -2.000 -0.145
C 0.959 -1.301 0.423
N 0.248 -0.605 -0.594
C 0.255 1.717 -0.408
C -0.732 0.571 -0.371
C -1.672 0.541 0.913
O -3.017 1.011 0.465
O 0.595 -1.105 1.591
H 1.973 -2.947 -0.657
H 2.729 -2.549 0.710
H 2.754 -1.215 -0.729
H -0.104 -1.035 -1.460
H 0.568 2.189 -1.291
H 1.134 1.478 0.196
H 0.086 2.597 0.259
H -1.305 0.482 -1.360
H -1.520 1.353 1.586
H -1.996 -0.441 1.290
H -3.133 1.260 -0.416
```


Entry x
Here is 2 unconnected molecules or ions with the total composition C5H11NO2 from the Open Molecules 2025 dataset. Energies are from ωB97M-V/def2-TZVPD.

Computed properties:
SMILES string: C=CC[C@@H](N)C=O.O
Spin multiplicity: 1

The geometry in XYZ format:
```
19
C5H11NO2 | the Open Molecules 2025 dataset | ωB97M-V/def2-TZVPD
O 0.166 0.036 1.854
C -0.354 -0.863 1.236
C 0.215 -1.261 -0.147
C 0.962 -0.124 -0.843
C -0.015 0.953 -1.188
C 0.075 2.219 -0.747
N 1.021 -2.446 0.120
H -1.239 -1.333 1.665
H -0.600 -1.538 -0.818
H 1.329 -0.413 -1.839
H 1.818 0.310 -0.346
H -0.937 0.669 -1.703
H -0.605 3.007 -1.004
H 0.934 2.474 -0.124
H 1.874 -2.219 0.609
H 1.192 -2.983 -0.719
H -1.749 0.932 2.096
H -1.812 1.257 0.525
O -2.276 1.320 1.377
```


Entry y
Here is a molecular structure, C5H11NO2 from the Open Molecules 2025 dataset. Energies are from ωB97M-V/def2-TZVPD.

Computed properties:
Spin multiplicity: 1

The geometry in XYZ format:
```
19
C5H11NO2 | the Open Molecules 2025 dataset | ωB97M-V/def2-TZVPD
C 0.642 0.979 0.126
C -0.739 -2.479 -0.569
C 1.188 0.550 1.451
C 1.605 1.671 -0.787
C -0.678 0.899 -0.214
O -0.640 -1.419 0.335
O -2.819 0.121 -0.112
N -1.548 0.081 0.411
H -3.334 -0.337 0.570
H -1.060 1.396 -1.100
H 0.000 -2.369 -1.379
H -1.747 -2.561 -1.008
H -0.482 -3.418 -0.056
H 0.437 0.063 2.071
H 2.081 2.517 -0.281
H 1.552 1.424 2.005
H 2.021 -0.141 1.304
H 1.126 2.050 -1.692
H 2.397 0.972 -1.074
```


Most stable one: entry x, least stable one: entry y.


Entry w
Here is a molecular structure, C5H11NO2 from the Open Molecules 2025 dataset. Energies are from ωB97M-V/def2-TZVPD.

Computed properties:
Spin multiplicity: 1

The geometry in XYZ format:
```
19
C5H11NO2 | the Open Molecules 2025 dataset | ωB97M-V/def2-TZVPD
C -1.116 -0.371 -0.098
C 0.674 0.829 1.750
C -1.570 1.010 0.021
C -0.848 -0.992 -1.440
N 0.581 -0.310 0.872
C 1.685 -0.462 -0.012
O 1.827 0.616 -0.800
O 2.373 -1.448 -0.058
H 2.618 0.476 -1.342
H 0.508 -1.179 1.388
H -1.609 -1.052 0.595
H 0.816 0.558 2.786
H 1.300 1.618 1.366
H -1.791 -1.254 -1.930
H -1.368 1.608 -0.868
H -2.613 1.114 0.318
H -0.881 1.454 0.903
H -0.268 -1.916 -1.356
H -0.316 -0.300 -2.095
```


Entry x
Here is a single C5H11NO2 molecule from the Open Molecules 2025 dataset. Energies are from ωB97M-V/def2-TZVPD.

Computed properties:
SMILES string: C[C@@H](O)[C@@H](C)NC=O
Spin multiplicity: 1

The geometry in XYZ format:
```
19
C5H11NO2 | the Open Molecules 2025 dataset | ωB97M-V/def2-TZVPD
O 3.305 0.037 0.971
C 2.507 -0.337 0.066
N 1.200 0.110 0.127
C -0.032 -0.282 -0.554
C -1.097 0.184 0.395
C -1.233 -0.637 1.703
O -0.994 1.586 0.573
C -0.387 0.172 -1.926
H 2.859 -0.949 -0.798
H 1.240 1.013 0.607
H -0.040 -1.430 -0.671
H -2.113 0.291 -0.085
H -0.370 -0.993 2.272
H -1.454 -1.640 1.329
H -1.855 -0.038 2.544
H -0.078 1.952 0.502
H -1.417 -0.197 -2.220
H -0.283 1.253 -2.048
H 0.243 -0.095 -2.785
```


Most stable one: entry x, least stable one: entry w.


Entry w
Here is 8 unconnected molecules or ions with the total composition C24H24F8O24 from the Open Molecules 2025 dataset. Energies are from ωB97M-V/def2-TZVPD.

Computed properties:
SMILES string: O=C1OC[C@@H](F)O1.O=C1OC[C@@H](F)O1.O=C1OC[C@@H](F)O1.O=C1OC[C@@H](F)O1.O=C1OC[C@@H](F)O1.O=C1OC[C@@H](F)O1.O=C1OC[C@@H](F)O1.O=C1OC[C@@H](F)O1
Spin multiplicity: 1

The geometry in XYZ format:
```
80
C24H24F8O24 | the Open Molecules 2025 dataset | ωB97M-V/def2-TZVPD
C -4.457 -0.819 0.753
C -4.868 -1.629 -0.455
O -6.012 -0.924 -0.866
C -6.213 0.203 -0.153
O -6.931 1.151 -0.476
O -5.280 0.248 0.832
F -5.179 -2.835 0.074
H -3.388 -0.628 0.841
H -4.648 -1.333 1.695
H -4.233 -1.717 -1.336
C 2.173 6.491 1.089
C 3.607 5.931 1.118
O 3.486 4.723 0.355
C 2.434 4.747 -0.443
O 2.051 3.867 -1.188
O 1.728 5.911 -0.218
F 3.963 5.715 2.391
H 2.184 7.574 0.968
H 1.447 6.246 1.865
H 4.392 6.599 0.765
C 0.595 0.437 -0.889
C 0.087 1.280 0.303
O 0.382 0.390 1.377
C 0.323 -0.927 0.860
O 0.123 -1.919 1.539
O 0.476 -0.901 -0.426
F -1.215 1.332 0.333
H 1.664 0.599 -1.027
H -0.076 0.546 -1.742
H 0.499 2.251 0.575
C 4.759 -1.469 -4.119
C 3.927 -0.984 -2.887
O 3.684 -2.171 -2.260
C 3.624 -3.174 -3.204
O 3.143 -4.307 -3.003
O 4.244 -2.745 -4.242
F 2.752 -0.422 -3.242
H 5.837 -1.513 -3.963
H 4.546 -0.832 -4.978
H 4.521 -0.288 -2.295
C -2.477 -1.166 5.208
C -2.080 -1.947 3.988
O -2.510 -1.095 2.961
C -2.742 0.172 3.429
O -3.297 1.073 2.833
O -2.560 0.147 4.745
F -2.919 -2.973 3.958
H -1.891 -1.350 6.109
H -3.503 -1.341 5.530
H -1.028 -2.230 3.941
C -5.231 2.575 -3.773
C -5.682 1.159 -3.935
O -4.612 0.575 -3.329
C -3.510 1.259 -3.338
O -2.414 0.804 -3.030
O -3.825 2.466 -3.769
F -5.520 0.799 -5.175
H -5.493 2.900 -2.766
H -5.431 3.251 -4.605
H -6.690 1.028 -3.541
C 1.511 -4.459 -0.017
C 2.157 -5.741 0.381
O 1.525 -6.723 -0.388
C 0.396 -6.182 -0.845
O -0.375 -6.789 -1.490
O 0.376 -4.905 -0.676
F 1.967 -6.025 1.692
H 2.207 -3.922 -0.662
H 1.209 -3.836 0.825
H 3.185 -5.944 0.082
C 4.351 0.800 2.816
C 3.328 1.893 2.623
O 3.212 2.082 1.261
C 4.034 1.303 0.608
O 4.207 1.395 -0.591
O 4.665 0.485 1.531
F 3.810 3.034 3.120
H 3.839 -0.010 3.334
H 5.183 1.167 3.418
H 2.475 1.565 3.217
```


Entry x
Here is 8 unconnected molecules or ions with the total composition C24H24F8O24 from the Open Molecules 2025 dataset. Energies are from ωB97M-V/def2-TZVPD.

Computed properties:
SMILES string: O=C1OC[C@@H](F)O1.O=C1OC[C@@H](F)O1.O=C1OC[C@@H](F)O1.O=C1OC[C@@H](F)O1.O=C1OC[C@@H](F)O1.O=C1OC[C@@H](F)O1.O=C1OC[C@@H](F)O1.O=C1OC[C@@H](F)O1
Spin multiplicity: 1

The geometry in XYZ format:
```
80
C24H24F8O24 | the Open Molecules 2025 dataset | ωB97M-V/def2-TZVPD
C -1.017 -1.205 1.874
C 0.298 -1.135 1.155
O 0.101 -0.028 0.287
C -1.225 0.158 0.139
O -1.724 0.870 -0.678
O -1.914 -0.737 0.879
F 0.603 -2.198 0.347
H -0.937 -0.550 2.749
H -1.211 -2.193 2.294
H 1.113 -0.973 1.860
C -0.646 -1.308 -3.378
C -1.935 -0.706 -3.910
O -2.873 -1.105 -2.916
C -2.322 -2.151 -2.227
O -2.834 -2.645 -1.288
O -1.109 -2.479 -2.750
F -2.275 -1.246 -5.121
H -0.253 -0.574 -2.662
H 0.146 -1.427 -4.113
H -1.872 0.374 -4.051
C 2.484 -3.746 -2.455
C 3.122 -3.237 -1.203
O 3.152 -1.839 -1.419
C 2.908 -1.585 -2.705
O 2.664 -0.534 -3.220
O 2.782 -2.742 -3.428
F 4.390 -3.684 -0.960
H 1.402 -3.802 -2.290
H 2.738 -4.765 -2.739
H 2.551 -3.458 -0.303
C 0.485 3.183 0.759
C 1.256 4.482 1.043
O 1.498 4.453 2.420
C 0.964 3.349 3.002
O 1.106 3.017 4.128
O 0.356 2.601 2.062
F 0.494 5.593 0.777
H 1.110 2.534 0.157
H -0.508 3.415 0.390
H 2.199 4.542 0.497
C 3.639 -1.289 4.853
C 2.242 -0.666 4.926
O 1.414 -1.490 4.136
C 2.132 -2.542 3.690
O 1.730 -3.389 2.963
O 3.391 -2.543 4.184
F 2.264 0.532 4.274
H 4.015 -1.367 5.872
H 4.346 -0.794 4.193
H 1.939 -0.560 5.966
C 0.715 4.591 -4.760
C 1.478 5.253 -3.617
O 1.154 4.505 -2.488
C 0.557 3.347 -2.894
O 0.177 2.510 -2.147
O 0.358 3.328 -4.210
F 1.044 6.550 -3.472
H 1.301 4.491 -5.670
H -0.080 5.305 -4.992
H 2.543 5.364 -3.831
C -3.062 3.134 -3.013
C -4.168 2.456 -2.214
O -4.513 1.438 -3.094
C -4.346 1.838 -4.371
O -4.770 1.298 -5.334
O -3.567 2.960 -4.350
F -5.204 3.345 -2.017
H -2.133 2.576 -2.885
H -2.944 4.192 -2.805
H -3.789 2.158 -1.236
C -0.899 -3.602 5.678
C -1.498 -4.997 5.800
O -1.630 -5.389 4.466
C -1.503 -4.342 3.640
O -1.691 -4.369 2.471
O -1.116 -3.243 4.321
F -2.774 -4.935 6.317
H 0.183 -3.593 5.852
H -1.254 -2.862 6.393
H -0.945 -5.713 6.403
```


Most stable one: entry x, least stable one: entry w.


Entry w
Here is a single C3H7NO2S molecule from the Open Molecules 2025 dataset. Energies are from ωB97M-V/def2-TZVPD.

Computed properties:
Spin multiplicity: 1

The geometry in XYZ format:
```
14
C3H7NO2S | the Open Molecules 2025 dataset | ωB97M-V/def2-TZVPD
C -0.263 0.511 0.939
C -0.681 0.185 -0.445
C 0.961 -0.657 0.540
N 0.333 -0.671 -0.793
O 3.611 -0.718 0.168
O 2.314 1.083 -0.992
S 2.660 0.326 0.426
H 0.174 1.410 1.170
H -0.920 0.383 1.777
H -1.800 -0.071 -0.557
H -0.685 1.033 -1.072
H 1.198 -1.566 1.171
H 0.098 -1.665 -1.151
H 1.994 0.345 -1.558
```


Entry x
Here is a single C3H7NO2S molecule from the Open Molecules 2025 dataset. Energies are from ωB97M-V/def2-TZVPD.

Computed properties:
SMILES string: CSO/C(C)=N/O
Spin multiplicity: 1

The geometry in XYZ format:
```
14
C3H7NO2S | the Open Molecules 2025 dataset | ωB97M-V/def2-TZVPD
C 1.245 0.197 -0.112
C 1.326 -1.059 -0.973
C -2.436 0.813 -1.084
N 2.230 0.881 0.351
O -0.058 0.556 0.358
O 3.455 0.501 -0.275
S -1.567 -0.265 0.103
H 1.531 -0.641 -1.856
H 2.140 -1.635 -0.647
H 0.469 -1.685 -0.912
H -3.505 0.447 -0.839
H -2.250 0.519 -2.086
H -2.303 1.830 -0.739
H 4.012 0.519 0.496
```


Entry y
Here is a single C3H7NO2S molecule from the Open Molecules 2025 dataset. Energies are from ωB97M-V/def2-TZVPD.

Computed properties:
SMILES string: O=C(O)NCCS
Spin multiplicity: 1

The geometry in XYZ format:
```
14
C3H7NO2S | the Open Molecules 2025 dataset | ωB97M-V/def2-TZVPD
C 0.325 0.229 -0.001
C 0.952 -0.432 1.265
S 2.392 0.369 2.047
N -1.066 -0.186 -0.206
C -1.532 -0.151 -1.517
O -2.759 0.458 -1.561
O -1.000 -0.714 -2.433
H 0.289 1.308 0.208
H 0.914 -0.006 -0.875
H 1.305 -1.428 1.011
H 0.130 -0.436 1.975
H 2.512 1.309 1.073
H -1.608 -0.760 0.418
H -2.905 0.403 -2.516
```


Entry z
Here is a single C3H7NO2S molecule from the Open Molecules 2025 dataset. Energies are from ωB97M-V/def2-TZVPD.

Computed properties:
SMILES string: C[C@](O)(S)C(N)=O
Spin multiplicity: 1

The geometry in XYZ format:
```
14
C3H7NO2S | the Open Molecules 2025 dataset | ωB97M-V/def2-TZVPD
C -0.514 0.687 -0.821
C 0.808 -1.417 0.031
C 0.515 0.155 0.219
N -1.780 0.235 -0.852
O -0.181 1.525 -1.607
O 1.561 0.993 0.156
S -0.387 0.521 1.862
H 1.571 -1.624 0.890
H -0.042 -1.961 -0.004
H 1.127 -1.641 -1.040
H -2.081 0.055 0.081
H -2.434 0.631 -1.504
H 1.351 1.870 -0.163
H 0.486 -0.028 2.752
```


Most stable one: entry y, least stable one: entry x.


Entry w
Here is a single C3H7NO2S molecule from the Open Molecules 2025 dataset. Energies are from ωB97M-V/def2-TZVPD.

Computed properties:
Spin multiplicity: 1

The geometry in XYZ format:
```
14
C3H7NO2S | the Open Molecules 2025 dataset | ωB97M-V/def2-TZVPD
C 0.259 1.355 -0.103
C 1.702 1.810 0.341
C -2.406 -1.824 0.114
N -0.756 1.055 0.585
O -2.762 0.452 -1.282
O -2.762 -0.721 0.884
S -2.709 0.735 0.168
H 0.036 1.345 -1.159
H 1.994 2.420 -0.389
H 1.528 2.289 1.227
H 2.286 0.881 0.413
H -1.576 -2.202 0.583
H -1.961 -1.691 -0.906
H -3.187 -2.640 0.145
```


Entry x
Here is 2 unconnected molecules or ions with the total composition C3H7NO2S from the Open Molecules 2025 dataset. Energies are from ωB97M-V/def2-TZVPD.

Computed properties:
SMILES string: CC(=O)O.CN=S
Spin multiplicity: 1

The geometry in XYZ format:
```
14
C3H7NO2S | the Open Molecules 2025 dataset | ωB97M-V/def2-TZVPD
C 1.291 0.490 0.048
C 2.751 0.849 0.053
C -2.112 -1.433 -0.038
N -2.386 -0.051 -0.192
O 0.865 -0.623 0.221
O 0.500 1.544 -0.158
S -3.793 0.539 0.099
H 3.091 0.893 1.085
H 2.915 1.810 -0.422
H 3.317 0.069 -0.451
H -1.184 -1.522 0.532
H -1.895 -1.841 -1.029
H -2.921 -2.003 0.430
H -0.440 1.279 -0.178
```


Most stable one: entry x, least stable one: entry w.